Below is C35H38InN6O5S as an isolated structure, with properties calculated with ωB97M-V/def2-TZVPD.

ORCA input file:
```
! wB97M-V def2-TZVPD RIJCOSX def2/J DEFGRID3
* xyz 1 1
In 0.194 -0.880 0.574
C -0.527 -1.155 3.814
C -0.155 -2.578 3.378
N 0.855 -2.594 2.323
C 2.246 -2.640 2.774
C 2.713 -1.364 3.468
S 2.482 0.115 2.437
C 1.366 1.159 3.415
C -0.112 1.140 3.022
N -0.613 -0.207 2.686
H -1.476 -1.191 4.353
H 0.206 -0.774 4.519
H 0.174 -3.134 4.263
H -1.040 -3.079 2.993
H 0.683 -3.377 1.703
H 2.407 -3.480 3.462
H 2.863 -2.817 1.892
H 2.215 -1.216 4.425
H 3.777 -1.462 3.684
H 1.517 0.902 4.463
H 1.726 2.181 3.295
H -0.688 1.566 3.851
H -0.266 1.763 2.143
H -1.582 -0.099 2.403
C -2.872 -3.161 -2.896
C -2.120 -4.318 -2.750
C -0.793 -4.211 -2.369
C -0.258 -2.948 -2.133
N -0.987 -1.833 -2.248
C -2.257 -1.947 -2.631
C 1.170 -2.758 -1.775
C 2.129 -3.456 -2.505
C 3.481 -3.239 -2.294
C 3.880 -2.306 -1.350
C 2.923 -1.627 -0.606
C 1.557 -1.845 -0.784
H -3.907 -3.191 -3.208
H -2.560 -5.289 -2.935
H -0.180 -5.093 -2.240
H -2.814 -1.020 -2.729
H 1.815 -4.147 -3.279
H 4.215 -3.777 -2.879
H 4.933 -2.107 -1.191
H 3.263 -0.900 0.123
O -1.411 -2.595 0.694
C -2.630 -2.541 0.514
C -3.419 -1.378 0.228
C -4.803 -1.580 0.097
C -5.620 -0.537 -0.228
C -5.101 0.751 -0.440
C -3.757 0.967 -0.323
C -2.856 -0.085 0.010
O -1.601 0.182 0.085
N -7.059 -0.766 -0.365
O -7.752 0.188 -0.654
O -7.470 -1.895 -0.179
H -3.195 -3.484 0.583
H -5.228 -2.564 0.246
H -5.780 1.552 -0.697
H -3.330 1.947 -0.489
C 2.314 4.219 -3.039
N 1.311 3.360 -2.424
N 1.548 2.955 -1.118
C 0.993 1.721 -0.919
O 0.953 1.208 0.230
C 0.502 1.286 -2.183
C 0.747 2.293 -3.067
C 0.510 2.325 -4.535
C 1.826 3.896 -0.087
C 1.119 5.088 -0.018
C 1.400 5.984 1.003
C 2.363 5.678 1.955
C 3.058 4.478 1.879
C 2.799 3.585 0.851
H 2.469 5.097 -2.418
H 1.937 4.542 -4.005
H 3.262 3.692 -3.168
H 0.014 0.341 -2.373
H -0.075 1.457 -4.826
H 1.454 2.297 -5.083
H -0.028 3.226 -4.832
H 0.357 5.307 -0.755
H 0.858 6.918 1.058
H 2.578 6.379 2.751
H 3.818 4.243 2.613
H 3.342 2.652 0.771
*
```

Results
* E_tot: -2649.36502 hartree
* ΔE to the lowest compared entry with this formula, charge and spin: 0.0 kJ/mol
* LUMO: -2.62 eV
* HOMO: -10.88 eV
* Kohn-Sham gap: 8.25 eV

Below is C35H38N3O3ReSe2Si as an isolated structure, with properties calculated with ωB97M-V/def2-TZVPD.

ORCA input file:
```
! wB97M-V def2-TZVPD RIJCOSX def2/J DEFGRID3
* xyz 1 2
Re 0.057 -0.860 -0.093
C 3.316 3.039 1.251
C 3.774 1.927 2.197
C 2.782 0.779 2.389
C 1.627 1.019 3.353
N 0.694 2.068 2.943
C -0.375 1.915 2.149
Se -1.210 0.257 1.628
N -1.024 3.087 2.050
C -2.256 3.380 1.318
C -2.011 4.212 0.066
C -1.177 3.498 -0.991
C -1.945 2.404 -1.722
C -0.367 4.026 2.833
C -0.645 5.366 3.095
C 0.211 6.015 3.960
C 1.306 5.359 4.544
C 1.582 4.033 4.284
C 0.718 3.376 3.411
H 4.169 3.506 0.761
H 2.771 3.832 1.760
H 2.673 2.644 0.462
H 4.049 2.340 3.172
H 4.689 1.488 1.797
H 3.316 -0.089 2.781
H 2.384 0.482 1.414
H 2.006 1.320 4.331
H 1.039 0.110 3.492
H -2.906 3.914 2.013
H -2.735 2.430 1.085
H -1.535 5.154 0.347
H -2.992 4.467 -0.341
H -0.282 3.079 -0.523
H -0.818 4.233 -1.712
H -2.314 1.637 -1.034
H -1.318 1.911 -2.465
H -2.808 2.820 -2.244
H -1.487 5.875 2.651
H 0.036 7.054 4.196
H 1.949 5.909 5.216
H 2.431 3.539 4.731
O 1.417 -1.879 0.516
Si 2.631 -3.060 0.333
C 3.913 -2.675 1.617
C 5.043 -1.909 1.328
C 5.949 -1.573 2.322
C 5.733 -1.994 3.625
C 4.613 -2.754 3.934
C 3.714 -3.095 2.936
C 3.247 -2.869 -1.410
C 4.522 -3.312 -1.767
C 4.960 -3.236 -3.079
C 4.131 -2.716 -4.061
C 2.856 -2.281 -3.731
C 2.425 -2.364 -2.418
C 1.798 -4.692 0.637
C 2.549 -5.791 1.059
C 1.953 -7.027 1.253
C 0.592 -7.182 1.033
C -0.169 -6.102 0.613
C 0.432 -4.870 0.418
H 5.215 -1.560 0.316
H 6.825 -0.987 2.079
H 6.441 -1.736 4.401
H 4.447 -3.087 4.949
H 2.850 -3.698 3.185
H 5.183 -3.726 -1.016
H 5.953 -3.580 -3.335
H 4.477 -2.650 -5.083
H 2.202 -1.882 -4.494
H 1.414 -2.027 -2.190
H 3.612 -5.684 1.240
H 2.549 -7.868 1.579
H 0.125 -8.145 1.192
H -1.229 -6.223 0.435
H -0.183 -4.043 0.077
O -3.178 -1.666 0.628
C -2.786 -1.809 -0.495
O -1.512 -1.660 -0.881
H -3.396 -2.184 -1.329
Se 2.451 2.433 -2.610
C 1.559 1.378 -1.586
N 0.953 0.651 -0.867
*
```

Results
* E_tot: -6917.04294 hartree
* ΔE to the lowest compared entry with this formula, charge and spin: 29.2 kJ/mol
* LUMO (alpha / beta): -3.94 / -3.88 eV
* HOMO (alpha / beta): -10.72 / -10.63 eV
* Kohn-Sham gap (alpha / beta): 6.78 / 6.76 eV

Below is C35H38N4OP2S5W as an isolated structure at a distorted geometry, with properties calculated with ωB97M-V/def2-TZVPD.

ORCA input file:
```
! wB97M-V def2-TZVPD RIJCOSX def2/J DEFGRID3
* xyz 0 1
W -0.990 1.551 -0.952
S 0.789 1.245 -2.658
P 0.871 -0.517 -1.634
C 0.270 -0.021 -0.082
P 1.502 -0.004 1.162
S 2.909 1.394 1.153
C 0.627 -0.048 2.785
C 1.213 0.537 3.903
C 0.602 0.449 5.144
C -0.603 -0.229 5.284
C -1.190 -0.826 4.178
C -0.573 -0.740 2.938
C 2.288 -1.655 1.219
C 1.500 -2.802 1.302
C 2.087 -4.053 1.376
C 3.471 -4.169 1.371
C 4.258 -3.031 1.291
C 3.671 -1.777 1.215
C -0.239 -1.687 -2.446
C -0.977 -2.575 -1.672
C -1.809 -3.502 -2.282
C -1.907 -3.534 -3.666
C -1.174 -2.644 -4.439
C -0.336 -1.722 -3.833
C 2.508 -1.243 -1.865
C 2.672 -2.626 -1.893
C 3.931 -3.163 -2.085
C 5.025 -2.323 -2.257
C 4.863 -0.946 -2.234
C 3.603 -0.401 -2.038
H 2.146 1.075 3.782
H 1.066 0.912 6.005
H -1.081 -0.293 6.253
H -2.124 -1.362 4.282
H -1.028 -1.211 2.072
H 0.422 -2.716 1.304
H 1.467 -4.939 1.441
H 3.933 -5.146 1.431
H 5.337 -3.118 1.281
H 4.277 -0.883 1.150
H -0.911 -2.514 -0.593
H -2.387 -4.191 -1.680
H -2.562 -4.251 -4.144
H -1.259 -2.663 -5.517
H 0.224 -1.017 -4.436
H 1.818 -3.280 -1.770
H 4.062 -4.237 -2.102
H 6.009 -2.746 -2.414
H 5.716 -0.296 -2.370
H 3.466 0.672 -2.004
N -1.864 1.475 1.119
C -2.315 2.588 2.004
C -1.244 3.091 2.956
C 0.121 3.358 2.331
C 0.128 4.150 1.028
N 0.429 3.266 -0.132
H -1.339 0.810 1.679
H -2.729 0.985 0.833
H -3.167 2.225 2.584
H -2.681 3.397 1.376
H -1.109 2.373 3.771
H -1.638 4.004 3.410
H 0.626 2.415 2.146
H 0.745 3.860 3.073
H 0.881 4.937 1.070
H -0.828 4.635 0.831
H 1.324 2.793 0.051
H 0.603 3.863 -0.937
S -2.305 2.254 -3.884
C -1.773 3.181 -2.599
S -2.671 3.272 -1.070
C -0.857 4.171 -2.795
C -0.868 5.373 -2.033
N -0.877 6.345 -1.415
C 0.117 4.060 -3.822
N 0.935 3.960 -4.627
C -4.343 -1.418 0.226
S -4.922 0.292 0.293
C -5.226 0.561 -1.465
O -2.057 0.372 -1.507
H -5.104 -2.059 -0.216
H -4.160 -1.745 1.249
H -3.423 -1.482 -0.355
H -5.432 1.621 -1.598
H -6.089 -0.020 -1.784
H -4.345 0.304 -2.048
*
```

Results
* E_tot: -4391.57662 hartree
* LUMO (alpha / beta): -2.04 / -1.92 eV
* HOMO (alpha / beta): -7.88 / -7.87 eV
* Kohn-Sham gap (alpha / beta): 5.84 / 5.95 eV

Below is C35H38N4P2S2Si2Ti as an isolated structure, with properties calculated with ωB97M-V/def2-TZVPD.

ORCA input file:
```
! wB97M-V def2-TZVPD RIJCOSX def2/J DEFGRID3
* xyz -1 2
Ti -0.748 0.614 0.206
C -0.146 0.014 -4.858
Si -0.906 1.432 -3.887
C -2.696 0.969 -3.619
C -0.795 3.015 -4.892
N -0.115 1.742 -2.325
P 1.397 1.606 -1.638
C 1.511 0.769 -0.216
P 1.540 1.258 1.383
N 0.038 1.720 1.782
Si -0.922 2.535 2.953
C -0.850 1.626 4.598
C -2.677 2.573 2.316
C -0.359 4.331 3.169
C 1.939 -0.160 2.470
C 1.037 -1.223 2.518
C 1.275 -2.327 3.317
C 2.430 -2.386 4.089
C 3.335 -1.341 4.048
C 3.092 -0.235 3.242
C 2.820 2.454 1.871
C 2.731 3.142 3.078
C 3.741 4.002 3.477
C 4.861 4.174 2.673
C 4.969 3.475 1.482
C 3.956 2.614 1.088
C 2.359 0.825 -2.965
C 2.799 -0.478 -2.768
C 3.534 -1.120 -3.754
C 3.859 -0.453 -4.924
C 3.435 0.856 -5.120
C 2.674 1.485 -4.149
C 2.166 3.268 -1.509
C 3.452 3.522 -1.977
C 4.080 4.733 -1.728
C 3.433 5.716 -0.992
C 2.157 5.470 -0.508
C 1.530 4.260 -0.761
H -0.948 -0.407 -5.467
H 0.220 -0.784 -4.213
H 0.661 0.303 -5.525
H -3.053 0.531 -4.554
H -3.331 1.811 -3.357
H -2.794 0.217 -2.835
H -1.318 2.917 -5.845
H 0.243 3.276 -5.100
H -1.245 3.843 -4.341
H -1.335 0.653 4.504
H -1.355 2.176 5.394
H 0.180 1.446 4.913
H -3.049 1.593 2.001
H -2.764 3.259 1.470
H -3.368 2.914 3.090
H 0.120 4.528 4.129
H -1.225 4.993 3.098
H 0.342 4.625 2.386
H 0.125 -1.222 1.921
H 0.559 -3.137 3.333
H 2.619 -3.247 4.718
H 4.239 -1.380 4.644
H 3.817 0.569 3.224
H 1.872 3.008 3.723
H 3.653 4.535 4.415
H 5.649 4.850 2.979
H 5.839 3.599 0.850
H 4.039 2.054 0.167
H 2.557 -0.962 -1.828
H 3.858 -2.141 -3.598
H 4.443 -0.952 -5.687
H 3.684 1.386 -6.031
H 2.335 2.503 -4.314
H 4.003 2.767 -2.527
H 5.082 4.900 -2.104
H 3.925 6.658 -0.787
H 1.641 6.216 0.083
H 0.543 4.075 -0.359
S -1.086 -1.430 -1.031
C -2.270 -0.830 0.022
S -1.335 2.454 -1.217
C -3.497 -1.357 0.318
C -4.341 -0.729 1.281
N -5.020 -0.228 2.067
C -4.000 -2.555 -0.277
N -4.406 -3.521 -0.758
*
```

Results
* E_tot: -4483.31282 hartree
* ΔE to the lowest compared entry with this formula, charge and spin: 202.8 kJ/mol
* LUMO (alpha / beta): 2.33 / 2.33 eV
* HOMO (alpha / beta): -4.46 / -4.96 eV
* Kohn-Sham gap (alpha / beta): 6.79 / 7.29 eV

Below is C35H39BaN11O6S4 as an isolated structure, with properties calculated with ωB97M-V/def2-TZVPD.

ORCA input file:
```
! wB97M-V def2-TZVPD RIJCOSX def2/J DEFGRID3
* xyz -2 1
Ba -0.230 -0.607 -0.124
O -5.625 -1.506 -2.699
C -5.845 -0.577 -1.755
C -7.072 0.090 -1.769
C -7.362 1.055 -0.823
C -6.437 1.374 0.162
C -5.225 0.709 0.184
C -4.902 -0.266 -0.756
C -3.539 -0.885 -0.674
O -2.813 -0.612 0.320
N -3.244 -1.685 -1.697
N -1.947 -2.155 -1.688
C -1.680 -3.086 -2.521
C -0.409 -3.795 -2.678
C -0.413 -4.827 -3.621
C 0.669 -5.660 -3.840
C 1.811 -5.469 -3.058
C 1.864 -4.451 -2.137
C 0.787 -3.550 -1.921
O 0.925 -2.590 -1.085
H -4.695 -1.852 -2.509
H -7.779 -0.165 -2.549
H -8.314 1.572 -0.863
H -6.648 2.152 0.886
H -4.470 0.949 0.922
H -2.491 -3.455 -3.161
H -1.323 -4.983 -4.193
H 0.615 -6.457 -4.571
H 2.667 -6.126 -3.177
H 2.756 -4.282 -1.543
O -5.037 5.288 0.021
C -4.054 4.592 -0.111
S -2.738 4.527 1.061
C -1.705 3.366 0.212
C -2.135 2.926 -0.990
S -1.445 1.855 -2.156
S -3.710 3.574 -1.495
S -0.284 2.985 1.189
C 4.190 -4.005 -5.097
N 3.469 -2.871 -4.559
C 2.241 -2.562 -5.042
C 1.528 -1.538 -4.541
C 2.124 -0.816 -3.452
N 3.303 -1.129 -2.952
C 4.021 -2.155 -3.468
O 5.085 -2.544 -2.994
N 1.467 0.236 -2.943
H 4.723 -3.734 -6.013
H 3.488 -4.812 -5.306
H 4.914 -4.325 -4.353
H 1.864 -3.205 -5.826
H 0.535 -1.309 -4.894
H 0.522 0.425 -3.239
H 1.756 0.667 -2.066
N 4.887 -1.850 0.204
N 3.791 -1.020 0.619
H 4.904 -1.952 -0.808
H 4.721 -2.765 0.599
H 2.996 -1.159 0.003
H 4.078 -0.060 0.477
C 1.592 3.543 -1.004
C 1.588 2.523 0.117
O 1.596 1.295 -0.228
C 2.401 2.851 1.361
C 2.762 4.148 1.716
C 3.481 4.389 2.874
C 3.850 3.338 3.704
C 3.500 2.042 3.356
C 2.785 1.803 2.192
H 0.853 3.234 -1.743
H 2.587 3.534 -1.460
H 1.351 4.549 -0.667
H 2.457 4.980 1.095
H 3.752 5.406 3.135
H 4.413 3.530 4.609
H 3.794 1.207 3.981
H 2.542 0.789 1.905
C -1.522 0.998 6.799
C -1.009 2.039 5.807
C -2.048 2.344 4.731
C 0.335 1.623 5.204
N 0.259 0.388 4.446
C -0.131 0.206 3.184
N 0.001 -1.066 2.887
N 0.479 -1.656 4.000
N 0.634 -0.799 4.936
H -2.439 1.346 7.277
H -0.786 0.786 7.576
H -1.748 0.060 6.291
H -0.797 2.966 6.352
H -2.358 1.435 4.213
H -1.667 3.039 3.981
H -2.942 2.780 5.178
H 1.077 1.457 5.984
H 0.707 2.392 4.524
H -0.479 1.008 2.547
*
```

Results
* E_tot: -4029.39355 hartree
* ΔE to the lowest compared entry with this formula, charge and spin: 53.8 kJ/mol
* LUMO: 3.93 eV
* HOMO: -2.00 eV
* Kohn-Sham gap: 5.93 eV